ORCA calculation (ωB97M-V/def2-TZVPD) on C28H81F3NaO39P9S as an isolated structure.

The value obtained for the lowest unoccupied orbital energy is 0.037 eV. The calculation puts the total energy at -7982.975069 a.u. The value obtained for the largest force on an atom is 0.0846 hartree/bohr. As for the HOMO-LUMO gap: 9.64 eV.

```
! wB97M-V def2-TZVPD RIJCOSX def2/J DEFGRID3
* xyz 0 1
Na -8.3222 -24.9954 -14.2395
C -3.9276 -25.0679 -13.2996
F -4.5176 -25.4529 -12.0645
F -3.9734 -23.7608 -13.2503
F -2.6787 -25.4912 -13.2971
S -4.8045 -25.5674 -14.7866
O -3.8461 -25.0240 -15.7556
O -4.7608 -27.0237 -14.6027
O -6.0922 -24.9626 -14.8405
C -4.6867 -28.4991 -7.8969
O -5.0102 -28.1590 -9.2836
P -5.2124 -29.2389 -10.4426
O -4.8290 -30.6008 -9.9852
O -6.6659 -29.1833 -10.8933
C -7.0783 -28.1792 -11.7988
O -4.4333 -28.5636 -11.5947
C -3.0578 -28.3714 -11.3912
H -3.7292 -28.9781 -7.8841
H -5.4125 -29.1855 -7.4081
H -4.6812 -27.6227 -7.3061
H -6.8989 -27.1833 -11.3646
H -8.1245 -28.3984 -11.8393
H -6.5999 -28.1948 -12.7891
H -2.9313 -27.4089 -11.0307
H -2.5759 -28.4332 -12.3500
H -2.6044 -29.0980 -10.7344
C -11.3821 -25.0911 -10.8590
O -10.3427 -24.1924 -10.4019
P -8.8525 -24.5217 -10.7150
O -8.6349 -25.0490 -12.0406
O -8.1659 -23.2283 -10.2079
C -7.7407 -22.1233 -11.1281
O -8.3778 -25.4659 -9.5426
C -8.6063 -25.3346 -8.1353
H -10.9842 -25.7757 -11.5550
H -12.1331 -24.4166 -11.2788
H -11.8426 -25.4235 -9.9887
H -7.1665 -21.4821 -10.4407
H -8.6239 -21.6536 -11.5604
H -7.1838 -22.5858 -11.9744
H -9.3157 -24.5128 -8.0294
H -7.6629 -25.0595 -7.6111
H -8.9107 -26.3556 -7.8524
C -3.6674 -24.3339 -9.3419
O -3.3887 -23.6561 -8.1039
P -4.1239 -24.1088 -6.7771
O -5.5847 -24.1823 -6.7810
O -3.5173 -25.5444 -6.4718
C -2.0688 -25.6990 -6.5885
O -3.4696 -23.1245 -5.7008
C -3.9104 -23.2739 -4.3196
H -3.2869 -23.6746 -10.1445
H -4.7395 -24.4120 -9.4184
H -3.2270 -25.3430 -9.3336
H -1.6516 -25.4110 -7.5323
H -1.9005 -26.7580 -6.4484
H -1.4782 -25.2144 -5.7805
H -3.6874 -22.3580 -3.7574
H -3.4084 -24.0957 -3.8301
H -5.0013 -23.5508 -4.3758
C 0.0932 -23.7384 -12.0441
O 0.2841 -22.4665 -11.4334
P -0.9432 -21.5024 -11.0240
O -2.2332 -21.9215 -11.5827
O -0.9032 -21.6169 -9.4523
C -1.9806 -21.0118 -8.7228
O -0.5208 -20.0272 -11.3017
C -0.7574 -19.6052 -12.6982
H 0.8840 -24.4343 -11.8699
H 0.0292 -23.5530 -13.1015
H -0.8554 -24.1073 -11.7383
H -1.8972 -21.3495 -7.6603
H -2.9549 -21.3069 -9.1547
H -1.8736 -19.9094 -8.7020
H -0.0644 -20.0802 -13.3826
H -0.6823 -18.5416 -12.7477
H -1.6984 -19.9911 -13.0254
C -5.2640 -27.2781 -17.9848
O -6.2081 -26.4121 -17.2252
P -7.7088 -26.9703 -17.0820
O -8.5370 -25.9969 -16.3031
O -8.1992 -27.2341 -18.5849
C -9.0382 -26.3957 -19.3659
O -7.5447 -28.4231 -16.5458
C -7.4970 -28.7144 -15.1356
H -5.0631 -28.2219 -17.5424
H -4.3817 -26.6747 -17.8408
H -5.5552 -27.2599 -19.0163
H -9.1444 -25.3576 -19.0155
H -10.0111 -26.9002 -19.3703
H -8.5825 -26.3594 -20.3668
H -8.4826 -28.7956 -14.5952
H -6.8802 -27.9731 -14.6764
H -7.0656 -29.6664 -14.9690
C 1.3976 -20.9297 -17.3281
O 0.7023 -21.0136 -16.0932
P -0.2313 -22.2514 -15.8403
O -1.0302 -22.1017 -14.6296
O -0.9886 -22.5911 -17.2010
C -2.3911 -22.1882 -17.2800
O 0.7595 -23.4942 -15.9652
C 2.0654 -23.5448 -15.4507
H 1.2476 -21.8075 -17.9770
H 2.4632 -21.0151 -17.0375
H 1.0904 -20.0393 -17.7969
H -2.9362 -22.7866 -16.5653
H -2.7231 -22.4635 -18.2790
H -2.6041 -21.1413 -17.0166
H 2.1312 -23.2534 -14.3682
H 2.6163 -22.6839 -15.8299
H 2.4960 -24.4531 -15.7618
C -1.6100 -24.8735 -20.3200
O -2.1311 -26.1731 -19.9816
P -2.5631 -27.2609 -21.1063
O -2.0167 -27.1454 -22.4303
O -2.2477 -28.5608 -20.2580
C -2.1242 -28.8312 -18.8517
O -4.1519 -27.2116 -21.1078
C -4.8788 -27.4224 -22.3807
H -2.0108 -24.1551 -19.5399
H -1.9560 -24.6427 -21.3169
H -0.5306 -25.0141 -20.2614
H -2.8999 -28.4567 -18.2967
H -1.1480 -28.6075 -18.4797
H -2.1028 -29.9460 -18.8095
H -5.5598 -28.2113 -22.2200
H -4.2910 -27.7698 -23.2008
H -5.3531 -26.5083 -22.6283
C 0.3692 -29.7095 -14.6481
O 0.0312 -28.8996 -15.7377
P 0.7642 -27.4937 -16.0599
O 1.2385 -26.7601 -14.8585
O 1.8152 -28.0117 -17.1394
C 2.3654 -27.0873 -18.2009
O -0.2602 -26.7625 -16.9943
C -1.3651 -26.1086 -16.3925
H 1.1437 -30.3869 -14.8834
H -0.6092 -30.2303 -14.3416
H 0.8400 -29.1103 -13.7972
H 3.3229 -27.6130 -18.5996
H 2.5945 -26.1007 -17.8384
H 1.6688 -27.0909 -19.0219
H -2.0487 -25.8700 -17.1457
H -0.9104 -25.2311 -15.9632
H -1.8027 -26.7869 -15.6843
C -8.6146 -19.8660 -15.6205
O -7.4870 -20.3136 -14.8830
P -6.9993 -21.7810 -14.9809
O -7.9947 -22.7272 -14.3431
O -5.6742 -21.8554 -14.1599
C -4.3558 -21.2620 -14.4457
O -6.6031 -21.8310 -16.5182
C -6.5399 -23.1274 -17.1510
H -9.3464 -20.6348 -15.8499
H -8.1437 -19.4797 -16.5530
H -8.9707 -18.9919 -15.1125
H -3.8752 -20.8797 -13.5282
H -4.4150 -20.4173 -15.1287
H -3.7616 -22.0722 -14.8105
H -5.6360 -23.6282 -16.9260
H -6.4646 -22.8484 -18.2469
H -7.4410 -23.7143 -17.0659
*
```



ORCA calculation (ωB97M-V/def2-TZVPD) on C26H22F3I2IrN5OS as an isolated structure.

The value obtained for the lowest unoccupied orbital energy (alpha / beta) is -6.117 / -8.619 eV. The calculation puts the total energy at -2749.909022 a.u. The value obtained for the largest force on an atom is 0.0160 hartree/bohr. As for the HOMO-LUMO gap (alpha / beta): 6.80 / 5.49 eV.

```
! wB97M-V def2-TZVPD RIJCOSX def2/J DEFGRID3
* xyz 2 6
Ir -0.0395 0.2277 0.2698
F 2.6441 4.6237 2.6150
C 3.4907 3.6007 2.7825
F 3.2090 3.0080 3.9514
F 4.7291 4.0884 2.8502
C 3.3691 2.6078 1.6397
C 4.4599 2.3324 0.8268
C 4.3301 1.4136 -0.2011
C 3.1095 0.7764 -0.3883
N 2.0598 1.0454 0.3816
C 2.1691 1.9494 1.3800
S 0.6766 2.1749 2.2135
H 5.4025 2.8322 1.0040
H 5.1606 1.1860 -0.8546
H 2.9650 0.0337 -1.1622
C 1.1506 -3.9915 -0.0113
C 1.1951 -2.6645 0.6804
O 0.9188 -1.6282 0.0275
N 1.5405 -2.6482 1.9598
C 1.7292 -1.4392 2.7525
C 0.4468 -0.9561 3.3745
C 0.2864 -0.8825 4.7455
C -0.9342 -0.4656 5.2608
C -1.9604 -0.1668 4.3831
C -1.7150 -0.2539 3.0231
N -0.5338 -0.6203 2.5209
H 1.0902 -3.8371 -1.0840
H 0.2629 -4.5366 0.3183
H 2.0257 -4.5937 0.2290
H 1.6614 -3.5408 2.4142
H 2.1410 -0.6767 2.0946
H 2.4723 -1.6513 3.5176
H 1.1048 -1.1493 5.4014
H -1.0798 -0.3856 6.3298
H -2.9380 0.1301 4.7362
H -2.4901 -0.0207 2.3041
C -0.2500 5.9157 0.2203
C -1.4649 5.4845 0.7465
C -1.8276 4.1515 0.6732
C -0.9532 3.2495 0.0853
C 0.2520 3.6705 -0.4626
C 0.6018 5.0134 -0.3940
N -1.3132 1.8382 -0.0108
N -2.5377 1.6391 -0.1446
C -2.8564 0.2854 -0.2247
C -4.1760 -0.0859 -0.4623
C -4.4605 -1.4324 -0.5827
C -3.4276 -2.3608 -0.4710
C -2.1147 -1.9749 -0.2215
C -1.8101 -0.6257 -0.0805
H 0.0215 6.9610 0.2816
H -2.1348 6.1938 1.2128
H -2.7698 3.8060 1.0753
H 0.8730 2.9649 -0.9979
H 1.5313 5.3503 -0.8339
H -4.9391 0.6753 -0.5595
H -5.4726 -1.7625 -0.7703
H -3.6518 -3.4145 -0.5830
H -1.3474 -2.7313 -0.1536
I 0.5701 0.7330 -2.9861
I -0.3569 -0.0686 -5.6175
*
```



ORCA calculation (ωB97M-V/def2-TZVPD) on C28H52IrOP2 as an isolated structure.

The value obtained for the lowest unoccupied orbital energy (alpha / beta) is -1.951 / -5.845 eV. The calculation puts the total energy at -1959.864152 a.u. The value obtained for the largest force on an atom is 0.0731 hartree/bohr. As for the HOMO-LUMO gap (alpha / beta): 7.20 / 3.42 eV.

```
! wB97M-V def2-TZVPD RIJCOSX def2/J DEFGRID3
* xyz 1 5
Ir -0.7517 2.9760 -0.0953
C -2.4893 -0.9572 2.3724
C -2.9336 -0.8993 1.0160
C -1.7945 -2.8749 1.2977
C -1.7227 -2.1353 2.5217
C -2.5708 -2.1196 0.3776
C -2.7551 -0.0063 3.4750
H -3.2026 0.9354 3.1289
H -1.8580 0.2087 4.0846
H -3.4765 -0.4368 4.1941
C -0.8130 -2.4564 3.6318
H -0.9233 -1.7276 4.4355
H 0.2143 -2.3600 3.2453
H -0.9064 -3.4698 4.0586
C -1.0160 -4.1061 1.0117
H -1.1883 -4.9636 1.6822
H 0.0399 -3.8458 1.1208
H -1.1412 -4.4285 -0.0297
C -2.8774 -2.4670 -1.0389
H -3.9374 -2.7272 -1.1311
H -2.3082 -3.3249 -1.3877
H -2.6679 -1.6448 -1.7415
C -3.7951 0.1611 0.4387
H -4.8363 -0.1938 0.4187
H -3.5565 0.4287 -0.6022
H -3.8253 1.0806 1.0426
C 0.7882 4.2588 -0.6161
C -0.3410 4.8929 0.0296
C -1.4961 5.4513 -0.7667
C -2.2128 4.4476 -1.7652
C -1.9644 2.9689 -1.6257
C -0.6740 2.3313 -2.0014
C 0.2138 3.1686 -2.8947
C 0.9939 4.3007 -2.1097
H -1.1482 6.3098 -1.3574
H -2.0127 4.7758 -2.7831
H -2.2077 5.8612 -0.0295
H 0.8600 5.3173 -2.5068
H 1.6940 4.0428 -0.0295
H -0.1582 5.2637 1.0538
H 2.0521 4.0961 -2.3098
H 0.9439 2.5052 -3.3777
H -0.6050 1.2269 -2.0753
H -0.3934 3.6585 -3.6743
H -3.2691 4.6443 -1.5817
H -2.8421 2.3409 -1.7281
P 1.4841 -0.1596 0.4713
P 0.3119 -1.3628 -2.2883
C 2.3719 0.3072 -1.1232
C 1.9330 -0.4610 -2.4115
H 3.4718 0.2612 -1.0624
H 2.1131 1.3729 -1.2367
H 1.8241 0.2577 -3.2547
H 2.6738 -1.2205 -2.7533
C 0.7036 -3.1237 -2.0120
H -0.1286 -3.7106 -2.4354
H 0.7598 -3.2718 -0.9204
H 1.6562 -3.4088 -2.4801
C -0.3282 -1.2469 -4.0043
H 0.4851 -1.0397 -4.7155
H -1.0659 -0.4208 -4.0360
H -0.8180 -2.2051 -4.2492
C 2.0547 0.8731 1.9044
H 1.1737 1.5073 2.1056
H 2.9071 1.5227 1.6642
H 2.2982 0.3117 2.8243
C -1.2330 2.2436 1.6647
H -2.2802 2.5930 1.8065
H -0.6033 2.8552 2.3395
H -1.0958 1.1399 1.7767
C 2.8460 -2.8948 2.5063
C 3.2005 -2.3050 1.1490
C 4.2883 -1.2512 1.2063
C 3.4409 -3.2863 0.0139
O 1.8779 -1.6649 0.7635
H 3.6507 -3.4968 2.9411
H 1.9643 -3.5468 2.4289
H 2.6251 -2.0860 3.2211
H 5.2128 -1.6962 1.5965
H 4.5203 -0.8612 0.2068
H 4.0409 -0.4253 1.8714
H 2.6354 -4.0310 -0.0533
H 3.5213 -2.7358 -0.9407
H 4.3785 -3.8416 0.1365
*
```



ORCA calculation (ωB97M-V/def2-TZVPD) on C22H34BGeN10V as an isolated structure.

The value obtained for the lowest unoccupied orbital energy (alpha / beta) is -2.307 / -2.469 eV. The calculation puts the total energy at -4451.926079 a.u. The value obtained for the largest force on an atom is 0.0050 hartree/bohr. As for the HOMO-LUMO gap (alpha / beta): 8.24 / 8.50 eV.

```
! wB97M-V def2-TZVPD RIJCOSX def2/J DEFGRID3
* xyz 1 4
V -0.8036 0.5370 0.6762
C 1.2102 -1.7571 -3.4991
C 1.0474 -0.4702 -3.0043
N 0.8837 -0.5191 -1.6849
N 0.9613 -1.8123 -1.2784
C 1.1534 -2.5634 -2.3872
B 0.3711 -2.4552 0.0437
N -1.1761 -2.3827 -0.1164
C -2.0163 -3.2745 -0.6721
C -3.2466 -2.6803 -0.8556
C -3.0622 -1.3752 -0.4103
N -1.8166 -1.1947 0.0191
N 0.8253 -1.8373 1.3957
C 1.5566 -2.4732 2.3346
C 1.5788 -1.7059 3.4780
C 0.8130 -0.5881 3.1566
N 0.3627 -0.6712 1.9096
N 0.8213 -3.9036 0.0843
C 0.2620 -4.9316 0.7785
C 1.1841 -5.9419 0.8573
C 2.3119 -5.4320 0.1875
N 2.1021 -4.2071 -0.2522
H 1.3688 -2.0572 -4.5183
H 1.0712 0.4880 -3.4946
H 1.2389 -3.6291 -2.2967
H -1.6869 -4.2695 -0.9163
H -4.1356 -3.1341 -1.2539
H -3.7618 -0.5551 -0.3864
H 2.0251 -3.4173 2.1187
H 2.0801 -1.9235 4.4031
H 0.5691 0.2745 3.7578
H -0.7261 -4.8636 1.2012
H 1.0595 -6.9021 1.3251
H 3.2638 -5.9059 0.0112
C -2.5122 2.5940 -1.2643
C -3.2256 3.9696 -1.2321
N -3.1789 4.5369 0.1134
C -1.7937 4.7107 0.5267
C -1.0635 3.3432 0.5020
N -2.0090 2.2742 0.0895
C -3.1513 2.2591 1.0366
C -3.8497 3.6431 1.0450
H -1.6546 2.5858 -1.9387
H -3.1785 1.7861 -1.5713
H -4.2707 3.8743 -1.5284
H -2.7525 4.6710 -1.9199
H -1.7750 5.1504 1.5239
H -1.3094 5.4116 -0.1538
H -0.6660 3.0834 1.4931
H -0.2319 3.3352 -0.2025
H -2.7629 1.9979 2.0291
H -3.8284 1.4623 0.7245
H -3.8260 4.0876 2.0403
H -4.8948 3.5466 0.7489
C 2.4974 2.6434 0.9876
Ge 2.6467 1.1007 -0.2134
C 3.6569 1.6113 -1.8091
C 3.6046 -0.3450 0.6703
C 0.8020 0.6394 -0.7745
H 3.4708 2.9008 1.4044
H 1.8365 2.4293 1.8312
H 2.1205 3.5241 0.4661
H 4.6476 1.9700 -1.5306
H 3.1572 2.4014 -2.3712
H 3.7930 0.7534 -2.4700
H 4.6624 -0.0793 0.6947
H 3.5116 -1.2852 0.1252
H 3.2728 -0.5045 1.6943
H 0.5649 1.4518 -1.4780
*
```